# 1
{
  "formula": "C10H13NO",
  "method": "ωB97M-V/def2-TZVPD",
  "symbols": ["O", "N", "C", "C", "C", "C", "C", "C", "C", "C", "C", "C", "H", "H", "H", "H", "H", "H", "H", "H", "H", "H", "H", "H", "H"],
  "positions_angstrom": [[-2.031574, -3.590045, 0.819092], [2.201363, 1.566696, -1.001118], [1.489117, 0.975896, 0.020744], [1.850219, 0.402923, 1.249434], [-0.466298, 0.021592, 1.754230], [-0.823782, -2.980328, 1.276516], [0.021586, 1.607837, -1.618712], [0.116559, 1.072148, -0.275658], [-1.197889, 1.533800, -2.475432], [1.291429, 1.799674, -2.035426], [-0.870777, 0.743988, 0.662743], [0.902544, -0.093194, 2.112539], [-1.112624, -0.555943, 2.398751], [-0.406553, -2.202499, 0.642555], [1.698557, 2.045262, -3.004792], [-2.377593, -2.946275, 0.181524], [-1.964845, 2.317370, -2.431500], [1.173881, -0.241255, 3.148099], [-0.008547, -3.706678, 1.269247], [-0.965262, 1.525961, -3.542470], [-1.755505, 0.636090, -2.198235], [-0.924926, -2.663528, 2.311855], [2.908173, 0.469969, 1.482149], [3.160550, 1.343393, -1.203444], [-1.907806, 0.917138, 0.457313]],
  "atomic_forces_ev_per_a": [[0.30, 1.00, -0.60], [-0.33, -0.72, -0.33], [-1.19, -0.39, 1.08], [1.31, 0.80, -0.51], [0.64, -0.14, 1.15], [0.83, -1.07, 0.22], [-0.31, -0.36, -0.13], [0.14, 1.11, -0.53], [-0.78, 0.26, -0.36], [0.73, 0.33, 0.07], [0.54, -1.18, -0.43], [-0.30, 1.23, -0.70], [-0.65, 0.75, 0.12], [-0.61, 0.34, -0.04], [-0.25, 0.17, -0.02], [-0.23, -0.55, 0.25], [0.43, 0.31, 0.61], [0.04, -0.88, -0.08], [-0.19, -0.45, 0.10], [0.23, -0.38, 0.09], [0.13, -0.18, -0.30], [-0.09, 0.29, -0.03], [-0.03, -0.27, 0.45], [0.03, 0.04, 0.10], [-0.41, -0.06, -0.16]],
  "lowdin_charge": [-0.1102, 0.0763, -0.2157, -0.0307, -0.1354, -0.1729, -0.2272, -0.1402, -0.0558, -0.0606, -0.0223, -0.0944, 0.0884, 0.0665, 0.1217, 0.0760, 0.0754, 0.1042, 0.0786, 0.0747, 0.0753, 0.0686, 0.1064, 0.1450, 0.1083],
  "orbital_gap_ev": 8.87,
  "charge": 0,
  "e_homo_ev": -8.145
}

---

# 2
{
  "formula": "C6H8NO4S",
  "method": "ωB97M-V/def2-TZVPD",
  "symbols": ["S", "O", "O", "O", "O", "N", "C", "C", "C", "C", "C", "C", "H", "H", "H", "H", "H", "H", "H", "H"],
  "positions_angstrom": [[4.095912, 0.620297, 0.033704], [2.339910, -2.896764, -0.272304], [5.355106, 0.650132, 0.700916], [4.034907, 1.044879, -1.345833], [3.047494, 0.995011, 0.954972], [3.768010, -1.066038, -0.348781], [-0.641712, -1.029095, 1.060745], [1.040870, 0.661394, 0.198576], [0.635684, -0.256786, 0.884097], [-0.662193, -2.225662, 0.101789], [2.999679, -1.918237, -0.195958], [1.121707, 1.903190, -0.542499], [-1.781106, -2.475193, -0.135166], [-0.924173, -1.182266, 2.116511], [0.567319, 2.655580, -0.179595], [-0.114676, -3.072130, 0.504820], [0.870832, 1.649098, -1.602520], [-1.532163, -0.381484, 0.671334], [-0.023723, -2.126433, -0.867182], [2.206067, 2.222008, -0.426568]],
  "atomic_forces_ev_per_a": [[0.06, -1.42, -0.73], [-0.20, -0.02, 0.53], [1.07, -0.22, -0.28], [0.01, 1.09, 0.64], [0.42, 0.06, 0.47], [2.73, 3.16, 0.83], [-0.97, 1.63, -1.39], [1.69, 6.36, -3.91], [-2.89, -6.67, 4.57], [-0.63, -0.99, -1.24], [-2.15, -3.20, -0.54], [2.50, -2.96, -2.23], [2.18, 0.07, 0.26], [0.43, -0.47, -0.43], [-2.45, 2.70, 1.24], [-0.44, -0.39, 0.45], [0.35, 0.76, 0.58], [1.15, -0.19, 0.46], [-1.54, 0.68, 1.50], [-1.33, 0.03, -0.79]],
  "lowdin_charge": [0.4218, 0.0789, -0.3161, -0.3327, -0.3418, 0.0740, -0.2951, -0.1280, -0.0644, -0.1666, -0.4301, -0.1021, 0.0840, 0.0913, 0.0209, 0.0366, 0.0983, 0.1108, 0.0925, 0.0678],
  "orbital_gap_ev": [4.87, 8.06],
  "charge": -1,
  "multiplicity": 3,
  "e_homo_ev": [-1.163, -6.043]
}

---

Calculated ΔE to the lowest compared entry with this formula, charge and spin (kJ/mol), listed in the same order as above: 98.50, 0.00